Entry 1:
Formula: C28H57AlCl4F4MgN5O13PS3
Source: the Open Molecules 2025 dataset
Level of theory: ωB97M-V/def2-TZVPD

ORCA input file:
```
! RIJCOSX wB97M-V def2-TZVPD def2/J DEFGRID3
* xyz 0 1
O -1.884 -2.045 -1.150
O 4.981 3.131 -4.901
F 3.388 -7.041 2.626
H 0.600 -0.221 -0.492
H 3.276 0.348 2.120
H 2.272 -3.598 -0.706
S 4.443 2.274 0.401
H 1.425 -5.752 0.191
C -3.034 -1.952 3.552
H -3.125 -5.387 3.032
O 1.202 -8.285 5.447
H -0.405 -4.955 -0.845
C 0.958 3.044 -1.185
H 0.133 1.044 0.624
C -3.528 -2.447 -4.091
C 3.052 -7.307 3.903
H -2.071 6.043 -1.569
H 1.593 -2.532 2.076
C -3.250 -4.353 2.703
H 3.369 -1.427 -0.157
H -3.411 8.829 -5.813
S 4.887 2.869 -3.461
C -2.663 -2.248 -2.019
H -3.876 10.185 -4.770
C -1.332 -5.055 1.134
N 1.887 5.441 1.188
H -5.141 -3.679 -3.295
Cl -5.989 -6.985 1.641
C -1.167 8.742 -4.148
H 3.940 4.006 3.221
O 1.506 -9.299 3.260
H 2.648 5.780 0.615
H 3.792 -1.817 1.530
H -3.913 -1.890 2.902
C -3.344 8.372 -3.683
C -0.289 -4.479 0.132
F 4.013 -8.094 4.402
C 2.096 5.282 -2.868
H 1.638 -0.211 1.911
C -1.011 5.793 -1.652
C 2.581 -0.040 1.376
C 2.258 0.921 0.227
C 1.838 -2.428 1.015
H -2.033 -3.053 1.432
O -1.848 9.710 -4.799
O 3.429 3.027 -3.023
H 3.763 5.576 2.893
H -0.713 5.446 -0.663
H 2.910 2.501 -1.574
O 0.014 8.672 -4.074
Cl -3.348 -7.694 -0.607
H 2.849 0.590 -0.630
O -3.820 -2.936 -1.869
N 3.708 4.654 2.476
O 0.512 -7.084 3.444
H -4.066 7.577 -3.851
C -0.869 4.729 -2.746
N 1.496 4.552 3.324
H -3.156 -4.108 0.563
F 3.118 -6.141 4.570
H -3.431 -3.675 4.743
C -4.589 -2.772 -3.062
H 0.853 5.318 3.177
P 0.810 3.981 -2.790
H -1.598 3.941 -2.550
H 0.276 3.512 -0.466
H 1.098 5.172 0.620
H -0.878 -5.334 2.084
H 4.637 3.592 0.204
H -2.211 -1.607 2.943
O 5.319 1.490 -3.174
N 0.468 1.675 -1.378
C 2.176 -3.781 0.370
H 0.947 -2.056 0.503
H -1.760 -5.954 0.689
H 0.834 1.246 -2.220
H -1.052 5.172 -3.724
H -4.382 -9.299 0.859
H 2.847 4.031 -0.801
C 2.057 2.933 1.699
C -2.468 -4.051 1.411
H -1.775 -3.669 4.107
C 1.103 -4.828 0.675
H -4.305 -4.161 2.497
N 2.687 2.356 0.483
Cl -1.196 -0.052 4.544
H 2.288 2.327 2.572
S 1.384 -8.081 4.031
C 2.331 4.394 2.089
Al 1.907 2.248 -4.458
O -2.016 7.844 -3.581
C -3.424 -8.727 0.874
C 2.388 3.050 -0.789
H 3.162 -4.086 0.732
H -3.591 8.886 -2.753
F -2.304 -0.041 5.773
H 1.104 -4.974 1.754
O -2.515 -1.819 -3.300
Cl -3.428 -7.809 2.287
C 0.788 0.816 -0.222
O 5.723 3.816 -2.705
H -3.883 -1.777 -4.869
H -2.575 -9.408 0.868
H -3.107 -3.341 -4.557
H -3.152 -1.377 4.449
H 2.077 4.835 4.100
Mg -4.627 -9.720 -0.945
C -2.818 -3.449 3.868
H 3.058 4.784 -2.695
H 1.908 6.089 -2.159
H 0.976 2.842 1.589
H -5.297 -1.955 -2.916
H -0.465 -3.415 0.026
C 3.006 -1.446 0.872
C -3.224 9.320 -4.857
H 2.086 5.676 -3.886
H -0.520 6.722 -1.926
*
```

Values from the calculation:
Frontier orbital gap: 0.89 eV

---

Entry 2:
Formula: C6H15N4
Source: the Open Molecules 2025 dataset
Level of theory: ωB97M-V/def2-TZVPD

ORCA input file:
```
! RIJCOSX wB97M-V def2-TZVPD def2/J DEFGRID3
* xyz 1 1
H 2.210 1.896 0.657
N 1.156 0.284 0.198
H -3.731 -0.032 -1.314
C 1.196 1.689 0.355
H -1.886 2.363 -0.591
H 4.202 -1.270 -0.543
N -1.156 1.670 -0.375
C -2.630 -0.141 0.615
C -3.299 -0.801 -0.582
H 2.424 0.287 -1.399
H -2.464 -1.299 -1.136
H 0.974 2.366 -0.504
C -0.114 -0.269 0.316
H 0.540 1.943 1.242
N 2.104 -0.314 -0.581
C 3.307 -0.883 0.102
H 2.973 -1.545 0.871
H 0.381 -2.239 0.518
H -3.294 0.675 1.146
C -1.354 0.569 0.201
H 3.697 -0.013 0.553
H -2.532 -0.879 1.311
N -0.253 -1.498 0.202
H 1.609 -1.119 -1.057
H -4.063 -1.441 -0.204
*
```

Values from the calculation:
Frontier orbital gap: 9.48 eV
SMILES: [H]/N=C(/C(CC)=N/[H])N(C)[NH2+]C
Relative energy (zero: lowest compared OMol25 entry of this formula, charge and spin): 87.0 kcal/mol

---

Entry 3:
Formula: C35H34BrFeIN5O3P2S2Te
Source: the Open Molecules 2025 dataset
Level of theory: ωB97M-V/def2-TZVPD

ORCA input file:
```
! RIJCOSX wB97M-V def2-TZVPD def2/J DEFGRID3
* xyz -1 1
H 4.908 -1.086 1.808
H 5.120 -4.312 -0.980
I 0.096 2.437 2.049
C 0.400 6.750 1.201
O -9.024 -5.291 -1.812
H 4.713 3.412 -4.624
C 4.455 -1.679 1.024
H 4.496 1.098 1.338
H 0.390 -3.707 0.754
H 5.929 1.259 -4.724
C 3.517 1.398 0.959
Fe 0.282 0.235 0.293
C -0.176 5.267 3.465
C 0.411 5.368 1.145
C -2.352 -2.225 -0.517
H -7.098 -2.979 -5.651
O -7.063 -6.686 -2.316
C 0.868 -2.043 -2.625
H 0.632 4.855 0.216
C 3.419 0.398 -2.628
C -0.195 6.651 3.527
Br -0.544 4.276 5.043
H 2.662 3.608 -3.272
H 1.782 0.450 3.579
C 0.093 7.389 2.393
C 5.042 1.357 -4.112
H -5.034 -1.795 -4.880
H 1.770 -2.593 -2.880
H 0.085 8.466 2.446
H 0.988 -4.253 -0.817
N -1.437 -1.525 -1.221
C 2.706 1.589 -2.588
C -6.817 -4.187 -2.709
C 2.509 -0.162 3.044
C -3.572 -2.564 -1.009
H -0.427 7.140 4.460
H 2.354 -1.207 3.312
N -0.852 -0.578 1.848
H 0.920 -1.070 -3.110
H -0.715 -3.833 -0.634
H -1.453 -3.064 3.973
S -2.913 -1.247 3.229
C 4.355 2.560 -4.062
H -4.268 -3.155 -0.436
C 0.294 -3.573 -0.326
C 3.289 -3.218 -0.949
C 3.202 2.672 -3.310
C -1.481 -2.202 3.340
S -7.601 -5.508 -1.654
C -2.085 -0.228 2.126
C 5.154 -2.739 0.483
H 3.603 1.627 -0.106
H 0.484 -2.099 2.436
C -3.930 -2.179 -2.328
C -0.509 -1.693 2.541
H 2.861 -3.839 -1.728
N -2.389 1.441 -0.561
C 3.170 -1.386 0.576
C -6.691 -3.126 -4.657
H 0.629 7.321 0.314
H -2.044 -2.537 0.472
C 0.127 4.620 2.277
C 4.574 -3.494 -0.527
H 5.099 -0.667 -3.412
C 4.571 0.278 -3.384
H -2.574 0.620 1.698
H 3.062 -0.450 -2.060
C -5.565 -2.474 -4.232
C -1.386 0.918 -0.341
N -5.774 -3.662 -2.185
H 3.514 0.137 3.342
P 0.713 -1.828 -0.795
O -7.091 -5.262 -0.322
P 2.272 0.057 1.223
H -3.277 -0.853 -3.933
H -0.001 -2.579 -3.004
Te 0.839 1.797 -1.544
H -1.146 -0.318 -2.870
C -5.086 -2.738 -2.921
C -1.840 -1.002 -2.396
C 2.554 -2.167 -0.400
H 6.148 -2.975 0.836
N -7.363 -4.006 -3.882
H 3.182 2.291 1.494
C -3.037 -1.287 -2.976
*
```

Values from the calculation:
Frontier orbital gap (alpha / beta): 5.94 / 6.12 eV
Relative energy (zero: lowest compared OMol25 entry of this formula, charge and spin): 75.1 kcal/mol

---

Entry 4:
Formula: C4H5N3
Source: the Open Molecules 2025 dataset
Level of theory: ωB97M-V/def2-TZVPD

ORCA input file:
```
! RIJCOSX wB97M-V def2-TZVPD def2/J DEFGRID3
* xyz 0 1
H 1.870 0.737 -0.175
C -0.181 -2.877 -2.354
C 0.935 1.264 0.036
N -0.212 -1.715 -2.195
H 0.877 2.109 -0.656
H -0.209 -0.791 -1.778
C -0.846 -0.192 0.651
N -0.716 0.331 3.206
C -0.757 0.110 2.076
N -0.131 0.326 -0.257
H 0.962 1.640 1.066
H -1.591 -0.943 0.378
*
```

Values from the calculation:
Frontier orbital gap: 10.65 eV
Relative energy (zero: lowest compared OMol25 entry of this formula, charge and spin): 67.5 kcal/mol

---

- Number 1 is which compound?
  C28H57AlCl4F4MgN5O13PS3